Entry 1:
11
Properties=species:S:1:pos:R:3:forces:R:3 method="wB97M-V/def2-TZVPD" e_homo_ha=-0.2981 gap_ev=7.95 smiles="Nn1cnc(=S)[nH]1" e_above_lowest_kj_mol=302.44 e_lumo_ev=-0.164
H -2.874 -1.422 -0.402 -0.30 -0.52 -0.10
N -2.701 -0.558 0.061 -1.21 0.63 3.84
H -1.804 1.960 -0.430 1.75 -1.30 1.64
N -0.225 -0.770 0.021 -2.95 -3.73 0.49
N 0.259 1.313 0.095 -1.78 0.80 0.81
C -1.032 1.162 -0.033 -0.97 3.22 -2.66
H -3.041 -0.561 1.198 1.79 -0.26 -4.05
C 0.794 0.023 0.157 1.06 2.32 -1.24
H -0.215 -1.745 -0.197 0.40 -0.35 -0.02
S 2.385 -0.282 -0.022 0.75 -0.64 0.44
N -1.446 -0.104 -0.256 1.45 -0.18 0.84


Entry 2:
11
Properties=species:S:1:pos:R:3:forces:R:3 method="wB97M-V/def2-TZVPD" e_homo_ha=-0.3682 gap_ev=10.68 smiles="NC(=O)CC=O" e_above_lowest_kj_mol=176.81 e_lumo_ev=0.656
C 0.430 0.497 0.592 0.27 -0.03 0.44
H -1.522 0.058 -0.315 0.05 0.39 0.01
H -0.360 -1.080 0.136 -0.29 -0.33 -2.32
O -0.824 -0.225 -2.825 0.30 0.12 0.56
C -0.070 0.021 -1.912 -0.14 -0.28 -0.11
C -0.454 -0.123 -0.455 -0.15 -0.34 0.25
H 0.951 -0.557 2.286 0.20 0.50 0.44
H -0.613 0.070 2.363 0.06 0.04 0.02
O 1.369 1.242 0.469 -0.58 -0.49 -0.05
H 0.962 0.373 -2.115 -0.14 -0.05 0.13
N 0.132 -0.276 1.775 0.43 0.48 0.64


Entry 3:
10
Properties=species:S:1:pos:R:3:forces:R:3 method="wB97M-V/def2-TZVPD" e_homo_ha=-0.3413 gap_ev=10.09 e_above_lowest_kj_mol=311.03 e_lumo_ev=0.804
H 0.395 1.765 -1.911 -1.04 -4.46 3.41
H -0.285 -1.208 1.483 2.13 -3.94 2.13
H -1.509 -0.836 0.198 1.40 -0.65 0.44
C -0.525 -0.627 0.721 -5.04 5.47 -1.35
N -0.093 0.831 -1.200 -1.93 5.61 -2.95
H -1.080 0.073 1.618 1.60 -0.19 -2.68
N 1.694 -0.231 -0.228 3.26 -3.01 2.04
H 1.978 -1.072 0.524 -1.29 3.11 -2.49
C 0.478 0.032 -0.242 -1.31 -0.50 1.63
H -1.052 1.271 -0.963 2.22 -1.44 -0.18


Entry 4:
14
Properties=species:S:1:pos:R:3:forces:R:3 method="wB97M-V/def2-TZVPD" e_homo_ha=-0.3373 gap_ev=10.02 smiles="C=C[C@]1(O)NC1=C" e_above_lowest_kj_mol=296.46 e_lumo_ev=0.839
O 0.348 -2.022 0.196 -0.04 0.14 0.10
C 1.095 0.280 0.038 -0.55 -0.71 1.63
N 0.419 0.176 1.322 0.65 0.86 -0.97
H -1.634 -1.070 -1.158 -0.04 0.03 -0.18
H 2.741 1.536 -0.151 0.00 0.22 0.06
H -0.353 -2.514 0.641 -0.01 0.04 -0.04
H -2.922 0.973 -0.667 -0.11 0.02 -0.16
H -1.595 1.511 0.493 0.02 0.06 0.25
C -1.279 -0.316 -0.467 -0.47 -0.47 0.74
C 0.007 -0.669 0.206 0.15 0.21 -0.99
C 2.045 0.872 -0.636 0.21 0.21 0.06
C -1.978 0.772 -0.191 0.08 -0.06 -0.21
H 0.952 -0.250 2.070 0.06 -0.32 -0.15
H 2.153 0.720 -1.696 0.05 -0.22 -0.14


Entry 5:
189
Properties=species:S:1:pos:R:3:forces:R:3 method="wB97M-V/def2-TZVPD" e_homo_ha="0.0178 / -0.2511" gap_ev="1.20 / 8.44" e_lumo_ev="1.686 / 1.603" multiplicity=2 charge=-1
C 0.910 -0.532 -0.878 1.16 -0.21 1.57
H 6.769 -1.656 8.846 0.05 -0.26 -0.44
H -4.746 -0.466 -4.441 0.34 -0.34 -0.18
N 6.787 -0.646 8.876 -0.02 0.56 -0.34
H -3.207 -7.831 -1.887 0.17 0.25 -0.31
O -6.725 4.366 -0.643 1.21 0.76 2.09
H -1.770 -3.290 5.126 -0.11 -0.84 -0.57
C -0.444 0.427 -2.645 1.12 -0.46 1.27
H 0.152 2.340 -7.842 0.04 0.33 0.24
C -1.925 -7.019 0.259 -1.08 -1.82 -0.40
H -1.358 -6.623 -0.584 -0.20 0.27 -0.17
C 2.484 -2.278 8.652 -0.76 1.21 0.55
H -1.998 -0.147 2.689 -0.18 -0.62 0.15
H -1.295 -4.547 0.734 0.47 0.20 -0.19
H -0.236 -2.343 1.708 0.50 -0.04 0.23
H -1.798 2.766 -5.641 -0.15 0.02 -0.29
H -0.719 0.130 5.549 -0.07 -0.41 0.00
H -1.182 7.377 -6.093 0.33 0.47 0.88
H 0.378 0.626 -3.332 0.48 -1.17 -0.22
H -3.123 -6.833 2.862 -0.06 0.05 -0.01
H 6.373 -0.882 6.066 0.09 -0.60 0.74
H -2.349 4.655 -3.368 -0.18 -0.12 -0.07
H 1.553 4.001 0.642 0.30 -0.48 -0.46
H 0.761 -4.879 -2.353 0.03 0.60 -0.02
H 0.713 2.373 0.602 0.62 -0.26 0.31
H -3.819 -3.008 -1.694 0.06 0.35 -0.39
H -6.284 3.322 -2.428 -0.32 0.99 -0.85
H 1.582 6.478 -6.466 0.19 -0.26 -0.96
O 2.124 -0.922 8.299 0.39 -0.16 -0.88
C 1.341 -5.097 -1.456 0.57 0.67 0.92
H -2.345 -0.334 -5.591 0.04 0.01 0.37
O -3.401 -6.942 -0.029 1.14 0.58 0.80
C -2.279 0.212 -6.532 0.99 -2.00 -0.23
H -1.682 -8.080 0.321 0.01 -0.34 -0.16
H 1.653 0.850 -9.310 -0.10 -0.05 0.26
H 3.465 0.142 4.292 -0.15 0.15 0.28
H -4.662 -2.203 -3.879 -0.06 0.01 -0.20
C 5.616 -0.094 8.104 1.31 0.52 1.70
H -2.724 -4.849 1.311 -0.21 -0.39 0.33
H 1.006 -4.282 3.549 -0.84 -0.13 0.50
H 2.338 0.245 1.559 -0.41 0.24 -0.03
N -3.247 -1.815 -0.118 -0.05 0.19 -0.60
H 4.833 -0.817 8.334 -0.72 0.64 -0.65
H 2.566 1.690 7.367 0.49 0.14 0.00
H -1.759 1.421 -4.747 -0.08 0.47 0.42
H 5.780 1.045 -2.011 -0.44 -0.22 0.28
O -0.714 5.768 -3.976 0.24 0.35 -1.91
H -7.875 5.885 -0.278 -0.06 0.53 0.30
C -6.949 5.547 0.187 -1.95 -0.67 -1.16
O -0.242 -0.631 -1.603 -2.88 1.47 -2.61
H -0.520 -2.210 5.288 0.55 0.27 -0.70
H 4.714 -1.023 4.218 0.38 -0.30 0.44
H -3.824 -8.875 -0.700 -0.41 -0.15 0.37
H -5.218 -3.455 0.955 -0.69 0.34 -0.26
H -2.499 0.899 1.450 -0.12 0.62 0.25
H -0.773 3.781 -3.395 -0.11 -0.26 -0.58
H 0.752 -0.733 -9.619 0.30 0.41 -0.67
C 0.909 0.129 -8.971 -2.36 -0.73 1.47
O -0.449 0.619 -8.783 -0.71 1.05 -1.39
C -5.527 3.696 -0.169 0.03 0.52 -0.79
C -2.043 -6.983 2.865 0.03 0.34 -0.61
H 5.756 2.336 -3.121 -0.57 0.31 -0.26
H 3.109 -2.162 9.537 0.21 -0.08 -0.13
H 2.798 0.926 5.973 0.03 0.10 0.17
H -0.352 -6.561 1.635 0.14 0.28 -0.33
H 2.989 -2.896 7.910 0.05 0.41 -0.40
N 0.952 7.193 -6.133 -0.39 -0.77 0.56
C 4.493 -0.030 4.610 -0.21 0.18 0.24
C -0.416 6.623 -6.272 -0.12 1.10 -0.56
N 3.162 2.176 -2.201 0.05 -0.64 0.90
H -5.575 2.069 -2.935 0.53 -0.39 -0.63
H 4.326 3.631 -1.152 0.13 0.35 -0.88
H -1.772 5.033 -5.605 -0.49 0.45 -0.18
C 2.765 -4.137 3.108 1.93 0.00 -1.02
H 3.180 2.365 -3.193 0.43 0.96 -0.32
H 1.947 -1.095 6.199 0.41 -0.19 -0.06
O 1.949 -3.973 -0.756 0.15 -1.43 -1.21
H -0.140 4.574 -5.607 0.52 -0.08 0.17
O 3.560 -0.726 -4.140 -1.92 -0.67 -0.03
N -1.221 1.973 -5.400 0.82 0.46 0.22
H 6.558 0.803 6.365 -0.13 0.39 -0.07
H -3.399 -1.039 -3.360 0.23 -0.16 -0.54
C -0.655 6.439 -7.758 -0.61 -1.43 -1.38
H -4.523 0.131 3.366 0.71 0.20 0.29
H -5.624 3.391 0.873 -0.15 -0.11 0.11
H 4.985 1.359 9.777 -0.34 -0.26 -0.23
H -3.565 -1.246 0.653 -0.65 -0.10 0.32
H -3.807 1.527 0.029 0.27 -0.37 0.21
H 2.554 -1.513 -5.796 -0.20 -0.10 -0.04
H 2.176 0.174 -5.421 -0.23 0.13 -0.10
C -0.779 5.431 -5.395 0.53 -0.15 0.64
O 6.813 2.639 -1.423 0.88 1.96 -0.08
H 6.034 2.134 8.614 1.07 -0.67 0.21
O -4.077 0.221 2.520 0.13 0.10 -0.69
C -0.985 1.024 -6.511 -2.26 2.03 0.41
H 1.277 0.494 -0.878 0.57 0.03 -0.29
H -3.019 2.553 -1.090 -0.34 0.63 -0.22
H -7.194 5.337 1.228 0.19 -0.58 0.10
C -5.254 2.516 -1.086 1.16 -0.48 -0.49
H -1.137 -3.627 2.846 -0.57 -0.86 -0.50
H -3.876 -4.192 0.272 -0.27 -0.27 -0.64
H 4.159 -0.087 -4.532 0.09 0.35 -0.42
H 0.761 0.353 4.641 0.16 0.11 -0.04
H -1.004 -2.019 0.399 -0.22 0.00 -0.69
H -5.414 -4.323 -0.661 -0.15 -0.24 0.52
H -1.557 2.347 -8.255 -0.30 -0.45 0.00
H -0.210 1.717 5.280 0.55 0.22 -0.06
H 4.013 0.871 -0.138 0.12 -0.26 -0.04
H -4.863 -7.594 -1.435 -0.05 0.32 0.69
C 5.647 2.126 -2.057 1.03 0.28 -0.60
H -4.745 4.451 -0.242 0.46 -0.15 0.03
C 5.266 1.368 8.724 0.40 -0.88 -1.74
H -0.846 7.308 -8.388 0.28 0.64 0.72
H -6.013 1.760 -0.886 -0.09 -0.28 0.34
H 0.314 1.073 7.564 0.41 0.30 0.21
H 1.647 -1.080 2.526 0.00 0.11 0.14
H -2.771 -1.146 -0.708 0.32 0.06 -0.37
H -5.865 -1.047 -0.564 -0.17 0.47 -0.30
H -2.149 -0.607 -7.239 -0.60 0.09 -0.51
H -0.406 1.418 -2.194 -1.03 0.09 0.56
H -6.264 6.395 0.204 0.77 -0.49 -0.62
H 3.509 2.343 0.601 -0.42 0.20 -0.23
C -3.879 1.890 -0.996 0.82 -0.32 2.25
H 0.696 -5.674 -0.793 -0.11 -0.02 0.23
H 3.676 -4.048 3.700 0.25 0.33 -0.11
H -6.253 -2.196 -1.885 -0.33 -0.68 0.67
C 1.370 -0.771 7.066 0.21 -0.48 1.04
H -3.624 1.039 -1.628 -0.83 0.08 -0.29
H -2.407 1.404 3.222 -0.54 0.54 -0.31
C -5.478 -1.574 -1.436 0.56 -1.42 -0.35
C 0.668 -0.879 0.614 -0.37 -0.05 -0.08
O 1.807 -4.673 3.905 -1.89 -0.55 1.31
H -1.555 5.853 -7.944 -0.29 -0.23 0.29
H 4.569 1.888 8.067 -0.93 -0.57 0.36
H 1.591 -2.800 8.998 -0.22 -0.24 -0.18
H -1.623 -6.445 3.715 0.00 -0.01 0.01
H -1.895 -1.830 4.204 0.06 0.31 0.17
C 0.192 0.726 5.493 -1.94 -0.41 -0.65
N 2.138 1.506 6.471 -0.58 0.47 1.34
C -4.440 -1.159 -3.657 -0.88 0.72 2.06
H -3.233 0.734 -6.605 0.34 0.39 -0.53
H 3.245 1.171 -2.248 -0.39 -0.68 0.18
H -0.049 -0.164 1.018 0.09 0.79 -0.11
H 6.811 4.814 -1.821 -0.50 -0.17 0.87
C -1.424 -6.379 1.564 -1.77 -1.63 0.17
H -1.866 -8.048 3.013 0.18 0.00 -0.25
O 0.590 3.562 2.362 -1.05 0.00 0.31
H 0.560 -1.492 7.178 -0.66 0.23 -0.28
C -2.709 0.654 2.491 0.18 -0.87 0.28
C -3.880 -7.837 -1.030 1.67 -0.14 -0.17
H 0.090 5.893 -8.338 0.52 -0.18 0.45
C 0.703 3.401 0.965 0.44 0.35 -0.62
O 4.572 0.108 6.045 0.95 -0.19 -1.47
C 5.912 -0.045 6.589 -1.66 0.49 0.20
N -1.747 -5.003 1.514 0.23 2.36 0.48
C -1.188 -2.597 4.518 -0.50 0.29 0.22
C 4.339 2.575 -1.424 0.71 -0.20 1.11
H 5.135 1.936 0.679 0.68 0.29 -0.84
C 4.298 1.916 -0.018 -1.35 -0.49 0.25
H 1.460 -1.122 -4.429 0.37 -0.08 0.32
H 1.262 7.130 -5.174 -0.52 0.60 0.79
H 1.571 -1.274 -1.326 0.92 0.29 0.23
C 1.929 -0.765 1.521 -0.39 -0.40 -0.52
C 0.954 0.690 6.769 0.86 -0.90 -0.42
C 7.331 3.876 -2.019 -0.57 -0.87 -0.40
C -4.324 -2.485 -0.882 0.14 -0.01 0.64
C -1.270 4.736 -3.229 0.38 -0.59 1.08
H -0.133 3.799 0.389 -0.47 0.43 0.76
O -0.523 -3.096 3.359 0.40 0.27 1.68
H 2.462 -3.177 2.690 0.25 0.07 -0.05
C 2.343 -0.812 -4.988 1.87 0.43 0.30
O -5.217 -0.679 -2.506 0.84 0.47 -0.18
C -0.744 1.721 -7.887 2.33 -2.09 0.85
H 7.239 3.835 -3.104 0.24 -0.45 -0.24
H -1.046 4.903 -2.176 -0.26 0.49 0.11
H 5.096 0.691 4.057 0.28 0.16 0.24
H 2.974 -4.842 2.303 0.30 0.23 -0.51
H 2.792 -1.365 1.234 -0.22 -0.38 -0.35
N -5.352 2.934 -2.464 -1.61 0.33 -0.42
H 1.036 -0.388 -8.019 1.53 0.43 0.23
H 2.150 -5.762 -1.759 0.11 0.15 0.06
H -1.327 0.194 -3.241 -0.05 -0.04 0.57
H 6.610 -0.474 9.855 0.07 0.38 0.21
H 1.303 -3.380 -0.366 -0.89 0.06 0.20
H -0.141 0.455 -6.121 0.13 -0.35 -0.90
N -0.062 -2.172 0.728 0.93 0.02 -0.17
C -4.798 -3.691 -0.022 0.51 0.78 -0.35
H 8.380 4.033 -1.771 -0.09 -0.44 0.27
H 1.258 3.065 2.839 0.13 -0.10 -0.29


Max |F|: 4.78 2.36 7.56 1.86 4.15 (eV Å⁻¹)